The following is a DFT calculation (wB97M-V/def2-TZVPD) of a cluster of 2 separate species, C4H11O3 in total in a non-equilibrium geometry.

CARTESIAN COORDINATES (ANGSTROEM)
C1 -0.16474 0.83945 -1.94348
O1 -0.65389 1.88015 -1.19371
C2 -0.62357 -0.60697 -1.56382
C3 -1.02859 -0.79611 -0.08289
C4 -2.45030 -0.40720 0.35327
O2 -2.57196 0.96535 0.23807
H1 0.95084 0.67736 -1.85590
H2 -0.35816 1.07464 -2.99732
H3 0.05839 -1.36378 -1.97141
H4 -1.51925 -0.79467 -2.16951
H5 -0.33029 -0.14210 0.46059
H6 -0.70334 -1.80937 0.22181
H7 -3.23287 -0.94467 -0.20657
H8 -2.40879 -0.59357 1.46071
H9 -1.18209 1.53022 -0.41774
H10 5.12747 0.85269 4.22838
H11 5.97693 -0.37282 3.64114
O3 5.11421 0.01140 3.79836

Forces on the atoms, in the same order (eV/Å):
1.556 -1.481 0.069
0.706 0.449 0.214
-2.231 0.537 -0.896
1.651 -0.682 -0.458
1.444 2.122 0.826
-0.188 -0.228 -0.296
-0.320 0.978 -0.015
0.002 -0.365 -0.122
0.401 0.277 0.466
-0.328 -0.073 0.118
-0.313 -0.039 0.349
-0.450 -0.011 -0.030
-0.010 -0.471 0.219
-0.710 -0.975 -0.387
-1.221 -0.031 -0.062
0.641 0.597 0.299
0.236 0.553 0.269
-0.868 -1.156 -0.562

Summary:
Multiplicity = 1
HOMO energy = -2.650 eV
Charge = -1
Lowest unoccupied orbital energy = 2.7 eV

The following is a DFT calculation (wB97M-V/def2-TZVPD) of a structure of composition C16H17IO3PSe2V.

CARTESIAN COORDINATES (ANGSTROEM)
V1 -1.60074 3.00511 0.75943
Se1 -1.08084 0.68570 1.71527
P1 0.15490 -0.61473 0.48410
Se2 1.14114 0.16027 -1.25618
C1 1.36991 -1.39845 1.61501
C2 0.97421 -1.79141 2.89038
C3 1.86445 -2.43338 3.73156
C4 3.16394 -2.68355 3.31309
C5 3.56648 -2.28573 2.04933
C6 2.67340 -1.64654 1.20219
C7 -0.88965 -2.05865 0.02532
C8 -0.70495 -2.69726 -1.19571
C9 -1.45166 -3.81935 -1.52158
C10 -2.38736 -4.31476 -0.62921
C11 -2.57798 -3.68002 0.59033
C12 -1.83728 -2.55745 0.91526
H1 -0.02781 -1.57396 3.23767
H2 1.54373 -2.72964 4.72202
H3 3.86058 -3.18099 3.97572
H4 4.58090 -2.46556 1.71619
H5 2.97986 -1.32607 0.21499
H6 0.02360 -2.29716 -1.88936
H7 -1.30154 -4.29985 -2.48019
H8 -2.97458 -5.18773 -0.88458
H9 -3.31531 -4.05120 1.28987
H10 -2.01772 -2.05108 1.85459
C13 1.18794 3.64532 -2.00106
C14 -0.33028 3.74630 -1.90959
C15 -0.98580 3.78663 -3.28159
O1 -0.84558 2.62032 -1.18284
C16 -0.69333 5.00635 -1.07813
O2 -0.71179 6.09641 -1.62386
O3 -0.91489 4.79869 0.16869
H11 1.47634 2.75684 -2.56704
H12 1.62373 3.57818 -1.00329
H13 1.57875 4.52958 -2.50278
H14 -0.68535 2.91648 -3.86791
H15 -0.68973 4.69560 -3.80119
H16 -2.07136 3.78406 -3.18117
H17 -0.35504 1.79061 -1.37263
I1 -3.31332 3.54207 2.75889

Forces on the atoms, in the same order (eV/Å):
0.300 0.397 -0.476
-0.007 -0.067 0.314
0.023 -0.181 -0.190
0.096 -0.276 0.115
0.029 0.031 -0.070
-0.109 0.047 0.012
0.030 -0.041 0.080
0.017 -0.024 0.033
0.066 -0.003 -0.029
-0.115 0.046 -0.090
0.082 0.012 -0.034
0.094 0.088 0.042
0.011 -0.015 -0.057
-0.041 -0.040 0.015
-0.051 -0.052 0.002
0.006 0.091 0.049
-0.005 0.013 -0.020
0.008 -0.007 0.013
0.015 -0.005 0.009
0.007 -0.011 0.014
0.025 0.001 -0.013
-0.008 -0.011 -0.014
-0.010 -0.016 -0.001
-0.008 -0.012 -0.001
-0.024 -0.023 0.005
0.014 0.029 -0.001
-0.033 0.087 -0.029
0.028 0.176 -0.106
0.057 0.054 0.065
-0.511 0.011 0.206
0.108 0.210 -0.377
0.140 -0.081 -0.205
-0.281 -0.565 0.579
0.007 0.073 0.011
0.000 -0.021 -0.027
-0.011 0.039 -0.006
0.014 -0.039 0.000
0.005 0.016 0.001
0.002 0.006 0.015
0.148 0.068 0.022
-0.119 -0.006 0.143

Summary:
Multiplicity = 4
HOMO energy (spin up / spin down) = -4.741 / -5.452 eV
Charge = -1
Lowest unoccupied orbital energy (spin up / spin down) = 2.4 / 2.4 eV
⟨S²⟩ = 3.76

The following is a DFT calculation (wB97M-V/def2-TZVPD) of a structure of composition C27H24N4W in a non-equilibrium geometry.

CARTESIAN COORDINATES (ANGSTROEM)
W1 -0.57941 0.42632 0.00603
C1 -1.74632 -2.06003 3.42984
C2 -1.72803 -1.03461 2.48635
N1 -1.05431 -1.12381 1.34334
C3 -0.35548 -2.27619 1.06707
C4 -0.28071 -3.32187 1.98804
C5 -1.00812 -3.19289 3.18731
C6 0.51891 -4.44931 1.65562
C7 1.17255 -4.47459 0.46113
C8 1.03694 -3.42219 -0.48512
C9 0.24634 -2.33991 -0.20918
N2 -0.07728 -1.20597 -1.00263
C10 -0.24079 -1.23301 -2.41051
C11 0.20650 -2.13728 -3.33439
C12 -0.09048 -1.96433 -4.71341
C13 -0.83395 -0.91443 -5.15837
C14 -1.33296 0.02966 -4.22049
C15 -2.16262 1.11531 -4.55838
C16 -2.64078 1.96000 -3.58259
C17 -2.27022 1.73269 -2.26126
N3 -1.48133 0.71707 -1.90092
C18 -1.02187 -0.14801 -2.87010
H1 -2.32326 -1.93557 4.33414
H2 -2.26093 -0.10773 2.66085
H3 -0.98982 -3.99880 3.91149
H4 0.60589 -5.26690 2.35894
H5 1.80341 -5.31477 0.20587
H6 1.58586 -3.49952 -1.40931
H7 0.78733 -2.99694 -3.04789
H8 0.28861 -2.69760 -5.41155
H9 -1.05911 -0.79925 -6.21029
H10 -2.43159 1.28075 -5.59527
H11 -3.28706 2.79249 -3.81782
H12 -2.60444 2.38697 -1.46559
C19 0.46004 3.75114 -0.06139
N4 -0.17426 3.63584 1.23636
C20 0.46915 4.46206 2.25685
C21 -0.41577 2.29652 1.67672
C22 0.78431 1.32673 1.72596
C23 1.50763 1.23106 2.93287
C24 2.73430 0.61372 2.91273
C25 3.26322 0.07830 1.71924
C26 2.55265 0.11871 0.54723
C27 1.28706 0.72829 0.56366
H13 0.43605 4.79060 -0.38347
H14 -0.10689 3.18178 -0.81025
H15 1.50111 3.40472 -0.07863
H16 0.48519 5.49518 1.91666
H17 1.50166 4.15269 2.46566
H18 -0.10751 4.42527 3.18094
H19 -1.31552 1.96055 1.04876
H20 -0.86908 2.31996 2.66853
H21 1.12867 1.68424 3.84069
H22 3.31839 0.55150 3.82164
H23 4.23667 -0.39467 1.74471
H24 2.93147 -0.33994 -0.35640

Forces on the atoms, in the same order (eV/Å):
0.322 -1.449 -0.131
0.013 0.072 -0.071
0.005 0.044 0.004
0.041 -0.097 0.030
-0.332 0.286 -0.007
0.206 -0.259 0.050
-0.029 -0.040 0.062
-0.083 0.085 0.076
0.010 0.148 -0.178
0.081 -0.217 0.055
-0.141 0.256 -0.175
-0.161 0.080 -0.048
-0.026 0.051 0.277
-0.028 -0.038 -0.254
0.090 -0.095 0.239
-0.047 0.094 0.038
-0.031 -0.129 -0.211
-0.064 0.097 -0.065
0.051 -0.053 0.051
0.026 -0.033 -0.032
0.292 0.222 -0.037
-0.056 0.175 0.297
0.005 -0.023 0.007
-0.025 -0.005 0.025
0.021 0.008 -0.015
-0.009 0.003 -0.011
-0.005 0.000 0.003
0.023 -0.007 0.016
-0.008 -0.011 -0.041
-0.009 0.012 -0.015
-0.015 0.030 0.018
0.020 -0.038 0.011
0.005 0.000 -0.013
-0.034 0.023 -0.010
-0.054 -0.022 -0.087
0.131 0.078 0.138
0.000 0.012 0.005
-0.235 0.114 0.197
-0.275 0.489 0.138
0.045 -0.039 -0.166
0.065 -0.061 -0.079
0.119 -0.010 0.184
-0.236 0.026 -0.044
0.416 0.125 -0.071
-0.002 0.014 0.038
0.012 -0.041 0.009
0.025 -0.002 0.014
-0.004 -0.005 -0.020
-0.002 -0.004 -0.016
-0.003 -0.017 -0.007
-0.164 0.091 -0.180
0.081 0.019 0.054
-0.004 0.034 -0.022
-0.010 -0.015 -0.004
-0.013 0.009 -0.014
0.003 0.013 -0.011

Summary:
Multiplicity = 1
HOMO energy (spin up / spin down) = -13.772 / -13.893 eV
Charge = +2
Lowest unoccupied orbital energy (spin up / spin down) = -7.4 / -7.3 eV

The following is a DFT calculation (wB97M-V/def2-TZVPD) of a structure of composition C25H35Cl3N2O3SSiV in a non-equilibrium geometry.

CARTESIAN COORDINATES (ANGSTROEM)
V1 2.70479 -0.35561 1.54559
Cl1 4.56290 0.79721 2.81074
C1 4.85646 -0.98748 2.86978
Cl2 6.07675 -1.43797 3.95692
Cl3 3.20284 -1.67706 3.33649
C2 5.12713 -1.38035 1.34968
O1 6.18930 -1.72140 0.99201
O2 3.99918 -1.22629 0.61603
S1 1.40235 5.69375 -0.29647
C3 1.74440 4.04383 0.07131
C4 2.27670 3.10848 -0.83185
C5 2.50701 1.82548 -0.42123
N1 2.24304 1.41046 0.84295
C6 1.74212 2.31281 1.72480
C7 1.47881 3.60645 1.38590
C8 1.56930 5.74365 -2.06508
C9 0.43173 5.63115 -2.84631
C10 0.58638 5.73524 -4.22423
N2 1.76324 5.93236 -4.81852
C11 2.84237 6.04518 -4.04329
C12 2.80123 5.96513 -2.65637
H1 2.50529 3.38408 -1.85240
H2 2.91507 1.08789 -1.10068
H3 1.53202 1.95538 2.72979
H4 1.06872 4.28432 2.12408
H5 -0.54386 5.48421 -2.40237
H6 -0.27535 5.66320 -4.87748
H7 3.78381 6.21549 -4.55199
H8 3.69983 6.08896 -2.06510
C13 -0.65422 -2.86262 2.86101
C14 -1.74959 -2.05292 2.13984
C15 -3.12382 -2.69748 2.40245
C16 -1.72739 -0.64919 2.77369
Si1 -1.46986 -1.95493 0.27120
C17 -1.54354 -3.55970 -0.70412
C18 -0.63067 -3.51483 -1.94707
C19 -3.00593 -3.79195 -1.13231
C20 -1.08440 -4.75963 0.13952
C21 -2.11799 -0.39085 -0.57351
C22 -3.62451 -0.27979 -0.26581
C23 -1.92996 -0.44710 -2.09882
C24 -1.41205 0.89070 -0.09272
H9 -0.92064 -2.94081 3.91961
H10 0.32094 -2.36346 2.81313
H11 -0.53449 -3.87204 2.48360
H12 -3.33276 -2.66736 3.47625
H13 -3.15165 -3.74412 2.09451
H14 -3.93869 -2.17565 1.89525
H15 -1.84000 -0.74743 3.85810
H16 -2.53862 -0.01436 2.42245
H17 -0.78057 -0.12682 2.59263
H18 -0.95334 -2.79206 -2.69000
H19 -0.65246 -4.49785 -2.42640
H20 0.41309 -3.30985 -1.69541
H21 -3.38331 -3.01181 -1.79371
H22 -3.68148 -3.87116 -0.27652
H23 -3.06727 -4.73650 -1.68067
H24 -0.04547 -4.66884 0.46872
H25 -1.14370 -5.65846 -0.48153
H26 -1.72041 -4.93226 1.00671
H27 -4.18736 -1.13637 -0.64640
H28 -4.02244 0.61370 -0.75753
H29 -3.83544 -0.18500 0.80041
H30 -2.45548 -1.28144 -2.55723
H31 -0.87658 -0.49839 -2.38836
H32 -2.34513 0.46922 -2.53037
H33 -1.62784 1.13606 0.94590
H34 -1.76604 1.72793 -0.70266
H35 -0.32643 0.84479 -0.22486
O3 0.37595 -1.59103 0.21908
C25 1.29797 -1.12686 0.77924

Forces on the atoms, in the same order (eV/Å):
0.406 0.998 -0.173
0.361 0.014 0.264
0.604 -0.089 -0.058
0.011 -0.022 0.053
0.229 -0.611 0.918
-0.794 0.054 0.006
0.322 -0.138 -0.164
0.914 -0.293 0.336
-0.049 -0.010 0.076
-0.001 -0.048 0.024
-0.100 0.122 -0.064
-0.122 -0.171 0.314
-0.294 1.239 -0.277
-0.008 -0.191 -0.224
0.030 0.176 -0.073
-0.002 0.042 0.079
0.002 -0.009 -0.101
0.159 0.029 -0.090
-0.026 -0.047 0.266
-0.133 -0.017 -0.131
0.073 0.045 -0.055
-0.014 0.009 0.039
0.013 -0.039 0.015
0.035 0.004 0.020
0.009 -0.027 -0.034
0.008 0.012 -0.026
0.011 0.000 0.001
-0.009 0.006 -0.004
-0.027 0.003 -0.025
-0.088 -0.022 0.051
0.318 0.228 0.138
-0.016 -0.076 -0.028
-0.110 -0.081 0.103
-0.893 -0.224 0.042
0.271 -0.049 -0.055
-0.066 -0.064 -0.037
-0.024 -0.033 -0.006
-0.039 -0.104 -0.036
0.201 0.138 -0.089
-0.077 -0.039 -0.026
-0.028 0.060 -0.020
-0.057 0.080 0.058
0.027 0.027 -0.040
-0.086 -0.024 0.010
0.001 -0.071 -0.019
0.014 0.003 -0.056
-0.005 0.050 0.024
0.036 -0.013 0.040
0.012 -0.019 -0.050
0.023 0.000 0.039
-0.008 -0.009 0.007
0.005 0.039 -0.020
-0.016 0.038 0.032
-0.037 -0.027 0.011
0.008 -0.020 0.005
0.021 0.000 -0.031
0.019 0.033 0.032
-0.046 0.006 -0.009
0.005 0.049 0.025
0.035 -0.003 0.024
0.027 0.058 0.020
0.033 -0.058 0.013
0.005 0.023 -0.061
0.004 -0.003 -0.020
-0.046 -0.009 0.019
0.030 -0.045 0.017
0.035 0.004 -0.077
0.006 -0.041 0.031
-0.022 0.025 -0.037
0.354 0.126 -0.122
-1.440 -0.997 -0.817

Summary:
Multiplicity = 2
HOMO energy (spin up / spin down) = -14.324 / -14.324 eV
Charge = +2
Lowest unoccupied orbital energy (spin up / spin down) = -7.3 / -8.1 eV
⟨S²⟩ = 0.79

Please write out number 1 again, unchanged.
The following is a DFT calculation (wB97M-V/def2-TZVPD) of a cluster of 2 separate species, C4H11O3 in total in a non-equilibrium geometry.

CARTESIAN COORDINATES (ANGSTROEM)
C1 -0.16474 0.83945 -1.94348
O1 -0.65389 1.88015 -1.19371
C2 -0.62357 -0.60697 -1.56382
C3 -1.02859 -0.79611 -0.08289
C4 -2.45030 -0.40720 0.35327
O2 -2.57196 0.96535 0.23807
H1 0.95084 0.67736 -1.85590
H2 -0.35816 1.07464 -2.99732
H3 0.05839 -1.36378 -1.97141
H4 -1.51925 -0.79467 -2.16951
H5 -0.33029 -0.14210 0.46059
H6 -0.70334 -1.80937 0.22181
H7 -3.23287 -0.94467 -0.20657
H8 -2.40879 -0.59357 1.46071
H9 -1.18209 1.53022 -0.41774
H10 5.12747 0.85269 4.22838
H11 5.97693 -0.37282 3.64114
O3 5.11421 0.01140 3.79836

Forces on the atoms, in the same order (eV/Å):
1.556 -1.481 0.069
0.706 0.449 0.214
-2.231 0.537 -0.896
1.651 -0.682 -0.458
1.444 2.122 0.826
-0.188 -0.228 -0.296
-0.320 0.978 -0.015
0.002 -0.365 -0.122
0.401 0.277 0.466
-0.328 -0.073 0.118
-0.313 -0.039 0.349
-0.450 -0.011 -0.030
-0.010 -0.471 0.219
-0.710 -0.975 -0.387
-1.221 -0.031 -0.062
0.641 0.597 0.299
0.236 0.553 0.269
-0.868 -1.156 -0.562

Summary:
Multiplicity = 1
HOMO energy = -2.650 eV
Charge = -1
Lowest unoccupied orbital energy = 2.7 eV